No. 1
Computed, not measured: a 2-piece molecular cluster, C3H4Si overall at a distorted geometry, with wB97M-V/def2-TZVPD.

Summary:
E_LUMO (spin up / spin down) = -1.04 / -1.21 eV
spin multiplicity = 1
Kohn-Sham gap (spin up / spin down) = 0.2593 / 0.2050 hartree

Geometry as XYZ:
```
8
Properties=species:S:1:pos:R:3:forces:R:3:mulliken_charge:R:1
Si 2.126 -0.247 -0.316 -1.8 0.0 0.4 0.087
C 0.545 0.726 0.167 0.4 -0.3 1.5 -0.215
C -0.704 -0.144 0.427 0.4 -0.6 -2.0 -0.677
C -0.650 0.451 -0.754 -0.4 0.6 0.7 -0.198
H 0.043 -2.222 0.239 1.0 0.2 -0.2 -0.081
H -0.934 -0.994 1.134 -0.2 1.4 -1.0 0.386
H 0.498 1.588 0.881 0.6 -0.2 -1.1 0.354
H -0.925 0.841 -1.779 0.0 -1.1 1.6 0.345
```
Positions in Å, forces in eV/Å.

=====

No. 2
Computed, not measured: a 3-piece molecular cluster, C21H29NO10 overall at a distorted geometry, with wB97M-V/def2-TZVPD.

Summary:
E_LUMO = -1.19 eV
spin multiplicity = 1
Kohn-Sham gap = 0.2625 hartree

Geometry as XYZ:
```
61
Properties=species:S:1:pos:R:3:forces:R:3:mulliken_charge:R:1
O -5.403 -5.998 3.096 0.2 0.3 0.1 -0.325
O 0.479 -1.218 3.126 -4.8 1.5 -0.8 -0.535
O -1.934 -1.022 2.894 0.7 0.7 -0.6 -0.140
O 1.523 1.606 1.458 0.4 2.7 -0.3 -0.125
O -4.025 -0.144 2.181 5.2 0.2 1.3 -0.505
O -4.822 -4.216 4.200 -0.1 -0.4 -0.3 -0.322
O -4.148 -4.425 2.039 -0.2 -0.2 0.4 -0.537
O -0.452 -2.679 -6.948 -0.1 0.1 0.4 -0.317
O 0.311 -1.270 -5.335 -0.3 -0.3 -0.2 -0.536
O -1.394 -2.732 -4.989 0.3 0.1 -0.4 -0.309
N -2.497 2.673 1.819 1.2 -1.4 -0.3 -0.602
C -1.492 -2.253 -3.649 -0.1 0.1 0.5 -0.586
C -0.622 0.964 2.539 -2.2 1.5 -1.0 -0.079
C -2.812 0.018 2.421 -2.7 1.2 -1.1 0.540
C 4.288 4.955 -0.130 -2.6 -3.1 1.6 -0.756
C -1.958 1.366 2.226 3.0 -2.3 1.2 0.377
C -0.435 -2.138 -5.718 -0.1 -0.1 0.0 0.789
C 1.706 0.451 -1.390 0.3 -0.7 0.9 -1.145
C -4.731 -4.837 3.012 0.0 0.1 0.1 0.761
C 3.175 2.449 -0.326 0.6 2.5 1.1 0.270
C 3.662 6.594 1.907 0.0 -0.6 0.3 -1.079
C 0.592 2.032 2.480 -0.9 -2.2 1.2 -0.464
C -0.572 -0.601 2.890 2.3 1.9 0.1 0.222
C -5.390 -6.769 1.897 0.0 -0.3 -0.3 -0.621
C 3.469 5.184 1.169 0.3 -2.3 -2.3 0.514
C -4.149 -2.959 4.257 0.2 0.4 0.1 -0.585
C 4.127 3.589 -0.842 -1.9 0.5 3.1 -0.712
C 3.157 1.107 -1.188 0.1 0.0 -0.5 0.187
C 2.342 2.672 0.993 3.0 2.7 -1.9 0.637
C 2.531 4.046 1.693 1.2 -0.1 -1.6 -0.401
C 0.523 -2.139 -7.838 0.3 0.1 -0.3 -0.615
C 4.252 0.010 -0.678 0.0 0.9 -1.1 -0.994
H 4.162 -0.932 -1.341 0.0 1.4 1.3 0.303
H -1.741 -1.189 -3.638 0.2 -0.1 0.0 0.278
H 2.664 7.051 2.255 1.5 -0.8 -0.6 0.293
H -5.961 -7.681 2.080 0.0 0.2 0.2 0.215
H 0.892 1.220 -1.633 1.3 -1.1 0.2 0.288
H -1.991 3.455 2.272 -0.4 -0.9 -0.1 0.342
H -4.577 -2.259 3.535 0.2 -0.1 0.0 0.247
H 4.215 7.354 1.241 -1.0 -1.3 0.8 0.302
H -2.272 2.771 0.806 -0.5 -0.1 0.9 0.343
H 5.275 0.472 -0.955 -1.5 -0.8 0.9 0.297
H 4.327 6.459 2.837 -1.1 0.1 -1.3 0.265
H -5.868 -6.221 1.081 0.2 0.0 0.1 0.288
H 0.417 -2.648 -8.797 -0.2 -0.1 0.2 0.221
H 4.173 -0.211 0.437 0.1 0.2 -1.6 0.270
H 4.994 5.755 -0.551 -1.3 -1.4 0.8 0.220
H 3.523 1.403 -2.247 -0.6 -0.3 1.7 0.324
H 4.746 3.394 -1.777 -1.1 0.2 1.4 0.246
H -4.289 -2.550 5.258 -0.1 -0.3 0.0 0.306
H -0.563 -2.437 -3.105 0.0 0.2 -0.1 0.271
H 1.987 4.283 2.682 0.9 -0.5 -1.8 0.248
H 0.353 -1.071 -7.993 0.1 -0.1 0.2 0.286
H -3.078 -3.086 4.083 -0.2 0.0 -0.2 0.278
H 1.424 -0.089 -0.407 0.3 0.9 -1.5 0.149
H 1.532 -2.319 -7.460 -0.1 0.2 0.0 0.289
H -4.369 -7.049 1.629 -0.1 0.2 -0.1 0.290
H 0.109 3.048 2.298 1.0 -1.3 0.1 0.241
H 1.770 -0.383 -2.187 -0.2 1.6 1.1 0.354
H 1.139 1.944 3.487 -0.9 0.6 -1.3 0.315
H -2.295 -2.800 -3.155 0.1 -0.1 -0.3 0.227
```
Positions in Å, forces in eV/Å.

=====

No. 3
Computed, not measured: C4H7FeO2 as an isolated structure at a distorted geometry, with wB97M-V/def2-TZVPD.

Summary:
E_LUMO (spin up / spin down) = 0.26 / -0.40 eV
spin multiplicity = 6
Kohn-Sham gap (spin up / spin down) = 0.2265 / 0.2748 hartree
⟨S²⟩ = 8.771

Geometry as XYZ:
```
14
Properties=species:S:1:pos:R:3:forces:R:3:mulliken_spin:R:1
Fe 0.445 -2.597 -1.270 0.6 0.7 -0.1 4.813
O 2.241 1.285 0.229 -0.2 -0.6 0.1 0.011
O -0.908 -2.008 0.024 0.1 0.3 0.5 -0.002
C 1.090 0.721 -0.246 -0.8 1.1 -0.4 -0.002
C -0.002 0.651 0.589 0.3 0.7 0.3 0.056
C -1.317 -0.994 0.638 -1.0 0.2 -0.9 0.085
C -1.386 0.381 0.052 0.2 -0.9 0.5 -0.007
H -1.440 0.372 -1.042 -0.1 0.1 0.3 -0.001
H 1.403 -0.984 -0.935 -0.3 -1.0 0.0 0.014
H -1.830 -1.143 1.605 0.7 0.1 0.0 0.011
H 2.842 1.483 -0.494 0.0 -0.2 -0.1 0.001
H 0.107 0.999 1.619 0.0 -0.3 -0.3 0.006
H -2.158 0.982 0.551 0.2 -0.1 -0.4 0.008
H 0.913 0.853 -1.320 0.2 -0.2 0.5 0.007
```
Positions in Å, forces in eV/Å.

=====

No. 4
Computed, not measured: a 9-piece molecular cluster, C36H54O27 overall at a distorted geometry, with wB97M-V/def2-TZVPD.

Summary:
E_LUMO = -0.10 eV
spin multiplicity = 1
Kohn-Sham gap = 0.3714 hartree

Geometry as XYZ:
```
117
Properties=species:S:1:pos:R:3:forces:R:3:mulliken_charge:R:1
O 3.279 2.974 -0.337 0.1 -0.3 0.0 -0.498
O 0.087 -1.708 -0.294 -0.3 0.2 -0.1 -0.499
O 3.678 0.625 5.830 -0.3 0.1 -0.1 -0.553
O 1.345 1.648 2.325 0.0 -0.2 0.3 -0.138
O 1.380 -0.255 -3.690 -0.1 0.3 0.3 -0.512
O -4.796 2.244 -0.195 -0.2 -0.2 -0.1 -0.376
O -2.312 -1.895 3.003 -0.3 -0.1 0.3 -0.472
O 1.609 2.940 -1.848 0.3 -0.6 -0.3 0.369
O -1.802 -2.203 -1.419 -0.3 -0.4 0.0 -0.718
O -4.995 -4.288 0.894 -0.4 -0.1 0.4 -0.365
O -6.643 -5.571 -0.011 -0.3 0.3 0.2 -0.584
O -6.833 3.154 -0.491 -0.1 0.1 -0.1 -0.544
O -4.531 -5.763 -0.710 0.0 -0.1 0.4 -0.319
O 2.167 3.647 2.972 0.4 -0.3 0.1 -0.381
O 3.416 -1.121 -4.056 0.3 -0.2 0.4 -0.327
O -0.137 -2.396 3.114 -0.2 -0.2 -0.7 -0.352
O -6.085 -6.010 -5.286 0.2 0.2 -0.3 -0.348
O -4.695 -7.645 -4.591 0.0 -0.3 -0.2 -0.549
O 4.665 -0.413 4.088 0.1 0.1 0.1 -0.355
O -6.382 1.914 1.330 0.0 0.5 0.2 -0.357
O 4.677 1.799 4.186 -0.2 0.2 0.0 -0.307
O -1.430 -0.138 -0.641 0.1 0.4 -0.2 -0.352
O -4.765 -5.668 -3.529 -0.3 -0.2 -0.3 -0.283
O 3.215 4.457 -2.008 -0.2 0.1 -0.2 -0.426
O -1.008 -1.117 4.689 -0.2 0.0 -0.1 -0.440
O 0.783 3.526 1.244 0.3 0.1 0.0 0.015
O 3.018 0.975 -4.664 -0.2 0.1 0.7 -0.279
C 5.555 -0.859 1.906 1.1 -0.3 -0.7 -1.308
C 4.255 0.671 4.793 0.7 -0.2 0.0 0.637
C 5.171 1.538 -3.560 -1.0 0.1 0.5 -1.187
C -6.134 -4.584 -5.039 -0.6 -1.1 0.5 -0.433
C -4.821 -3.259 -3.287 0.1 -0.1 0.0 -1.182
C 4.424 0.840 -4.700 1.7 0.0 -0.7 0.406
C -4.138 1.562 0.874 1.4 0.8 0.4 1.186
C 4.633 -0.681 -4.690 -0.8 0.5 0.5 -0.598
C 5.224 1.456 2.907 0.4 -0.5 0.5 -0.033
C -3.141 2.535 1.530 -1.1 -0.1 0.6 -1.446
C 3.044 5.054 -4.344 -0.6 -0.5 0.2 -1.413
C 1.432 2.830 2.194 -0.2 0.1 -0.3 0.147
C 5.682 0.015 3.126 -1.5 -0.2 0.1 0.365
C 2.101 -0.376 -0.260 0.6 -0.5 0.1 -1.324
C -6.074 2.507 0.150 0.1 -0.3 0.2 0.609
C -5.599 -4.513 -3.608 0.1 1.0 -0.4 0.617
C 2.389 4.853 2.267 -0.9 1.0 -0.7 -0.481
C 2.278 4.813 -3.056 0.5 0.4 -0.3 0.352
C -1.271 -1.807 3.571 0.7 0.0 -0.2 0.555
C -3.240 -5.403 2.195 -0.2 0.4 0.3 -1.388
C 0.878 -1.253 6.224 0.1 -0.2 0.5 -1.598
C 2.500 -0.141 -4.057 0.0 -0.1 -0.9 0.664
C -3.302 -5.129 -0.354 0.7 -0.1 -0.8 -0.327
C -5.276 1.169 1.821 0.5 -0.7 -0.7 -0.269
C -0.004 5.715 1.833 0.5 0.3 0.3 -1.471
C 1.175 4.924 1.312 0.0 -0.7 0.1 0.617
C 1.004 -1.868 3.748 0.4 0.3 0.6 0.411
C -5.147 -6.555 -4.488 0.3 0.4 0.5 0.579
C -0.248 0.623 -0.184 -2.1 -1.4 0.0 0.584
C 0.423 -0.938 4.829 0.2 0.3 0.1 0.950
C 0.672 -0.519 0.247 1.1 0.6 -0.4 2.925
C -3.597 -4.537 1.015 1.5 0.3 -1.2 1.181
C -1.119 -1.422 -0.840 0.5 0.2 0.2 0.508
C 2.759 3.390 -1.329 -0.1 0.6 0.4 0.161
C 1.331 3.625 -3.058 -1.4 0.7 -1.0 -0.492
C -5.507 -5.237 0.068 0.4 -0.2 -0.5 0.641
H -3.981 -3.097 -3.963 0.0 -0.1 -0.1 0.360
H 1.621 -2.669 4.158 -0.3 -0.1 0.1 0.422
H 4.665 -1.160 -5.664 0.3 0.1 -0.1 0.304
H 4.825 1.269 -5.620 -0.5 0.0 -0.2 0.408
H 4.588 2.406 -3.242 0.1 0.0 0.0 0.034
H 1.775 5.747 -2.791 0.0 -0.1 0.4 0.348
H 3.688 5.921 -4.243 0.1 0.0 -0.1 0.394
H 4.433 1.477 2.156 0.1 0.3 -0.1 -0.057
H -7.194 -4.346 -5.071 0.1 0.4 -0.2 0.302
H -4.422 -3.324 -2.277 0.0 0.2 0.0 -0.006
H -0.662 1.179 0.649 0.6 0.4 0.0 -0.034
H 2.428 0.658 -0.355 -0.2 0.1 0.1 0.122
H 5.272 0.894 -2.683 0.0 0.0 0.0 0.412
H 2.784 -0.875 0.436 -0.1 0.1 0.0 -0.050
H 4.531 -1.104 1.642 -0.1 0.2 0.2 0.154
H -5.551 0.118 1.748 0.2 -0.1 0.1 0.306
H 1.464 5.211 0.302 0.0 0.1 0.0 -0.042
H 0.736 -0.598 1.327 -0.5 0.0 0.0 -1.468
H -3.693 3.336 2.037 0.1 0.1 -0.3 0.504
H 6.151 1.903 -3.856 0.1 -0.2 -0.2 0.400
H 0.470 -0.555 6.955 -0.2 -0.1 -0.1 0.364
H 2.313 5.725 2.916 0.4 -0.3 0.4 0.436
H 0.166 6.779 1.659 -0.2 0.0 -0.2 0.427
H -3.980 -6.187 2.355 0.2 -0.2 -0.1 0.354
H -2.427 -5.780 -0.431 -0.5 -0.6 0.5 0.468
H -0.920 5.368 1.363 -0.1 0.2 -0.1 0.298
H -3.489 0.775 0.490 -0.8 -0.4 -0.3 -0.397
H 6.023 -0.381 1.037 -0.2 0.2 0.1 0.347
H 3.599 4.149 -4.594 0.2 0.1 -0.1 0.227
H 1.960 -1.163 6.331 0.0 0.0 -0.3 0.330
H 5.474 -0.908 -4.042 0.1 -0.5 -0.2 0.320
H 6.056 2.124 2.709 -0.2 0.2 -0.2 0.329
H 0.276 3.919 -3.058 0.1 0.2 0.5 0.343
H -4.979 1.411 2.839 -0.5 0.2 0.1 0.297
H -5.490 -2.399 -3.347 0.0 0.0 0.1 0.430
H 3.329 4.827 1.722 0.1 -0.1 0.1 0.218
H 6.630 -0.078 3.653 0.2 0.2 -0.2 0.403
H -2.457 2.951 0.796 0.2 -0.1 0.1 0.207
H -2.238 -5.800 2.033 -0.1 -0.2 0.1 0.323
H 1.368 3.064 -3.998 0.8 -0.7 0.6 0.228
H -6.447 -4.560 -2.919 0.2 -0.5 0.2 0.172
H 0.603 0.114 4.602 0.2 -0.1 -0.1 -0.147
H -3.201 -4.795 3.099 -0.1 0.0 0.0 0.330
H 2.272 -0.884 -1.210 -0.4 0.1 -0.1 0.313
H 0.608 -2.278 6.486 -0.1 0.1 0.1 0.416
H -0.081 5.605 2.918 -0.1 -0.2 0.0 0.383
H -2.643 1.996 2.340 0.4 0.0 -0.2 0.326
H 2.321 5.220 -5.146 0.1 0.1 0.0 0.410
H 0.018 1.228 -1.043 0.6 0.1 0.2 -0.395
H 1.647 -1.318 3.057 -0.2 0.0 -0.2 -0.272
H -3.032 -4.388 -1.114 -0.5 0.4 0.3 -0.048
H -2.994 -3.626 0.999 -0.6 0.3 0.6 -0.169
H -5.553 -4.066 -5.798 0.1 0.1 0.1 0.292
H 6.124 -1.788 1.992 -0.2 -0.1 0.3 0.428
```
Positions in Å, forces in eV/Å.

=====

No. 5
Computed, not measured: a 5-piece molecular cluster, C4H14O3 overall at a distorted geometry, with wB97M-V/def2-TZVPD.

Summary:
net charge = +1
E_LUMO (spin up / spin down) = -7.57 / -7.94 eV
spin multiplicity = 2
Kohn-Sham gap (spin up / spin down) = 0.2724 / 0.2577 hartree
⟨S²⟩ = 1.756

Geometry as XYZ:
```
21
Properties=species:S:1:pos:R:3:forces:R:3:mulliken_spin:R:1
O 1.130 2.892 0.909 -1.0 -0.9 -4.8 0.117
O -1.074 -1.797 2.095 -3.0 5.3 -1.8 -0.985
O 0.861 -0.188 1.756 -1.7 -0.9 0.2 -0.010
C 1.270 -1.325 -0.751 -1.7 0.0 -2.2 0.077
C -2.000 0.633 -0.788 3.3 -1.8 -2.4 0.063
C 0.001 -0.834 -1.381 1.5 1.7 -0.3 0.389
C -1.091 -0.595 -0.587 -1.3 1.3 -0.1 0.246
H -2.111 1.085 0.117 -1.1 1.0 2.7 -0.008
H 0.041 -0.375 -2.371 -0.1 -0.5 -0.1 0.006
H 1.762 2.198 0.880 1.9 -1.1 1.7 -0.023
H -2.866 0.347 -1.345 -0.9 -0.1 -0.1 0.053
H 2.085 -0.573 -0.708 -0.6 -0.4 0.0 0.021
H -1.215 -1.192 0.300 -0.4 -0.2 0.0 0.101
H 1.078 2.650 -0.175 -0.8 1.9 3.1 0.048
H -0.767 -2.575 2.357 2.4 -6.1 2.2 0.013
H 0.855 -1.549 0.218 1.5 -1.1 0.3 -0.004
H 0.743 0.758 1.880 -0.3 0.2 0.3 -0.004
H -0.030 -0.662 1.998 2.3 1.7 0.1 0.008
H 1.529 -2.063 -1.579 0.3 0.0 1.5 0.060
H 1.220 1.812 -1.437 0.0 0.1 -0.1 0.852
H -1.420 1.352 -1.386 -0.4 -0.2 -0.2 -0.017
```
Positions in Å, forces in eV/Å.

=====

The highest spin multiplicity belongs to which entry?
C4H7FeO2

=====

Look up the spin multiplicity of the third one.
6